# 1
Formula: C35H31FeN3O2SSb
Source: OMol25
Level of theory: the ωB97M-V functional and the def2-TZVPD basis

Expectation value of S²: 8.98
Energy relative to the best compared isomer or geometry (same formula, charge and spin): 286.3 kJ/mol
E_tot: -97115.4204 eV
LUMO (alpha / beta): -0.1 / -2.1 eV
Highest occupied orbital energy (alpha / beta): -5.99 / -7.53 eV
Multiplicity: 6

Element x y z (Å)
Fe (9.822, 14.520, 11.639)
O (15.136, 14.603, 8.645)
C (14.727, 15.876, 8.474)
C (15.282, 16.708, 7.490)
C (15.155, 18.079, 7.646)
C (14.624, 18.634, 8.789)
C (13.994, 17.823, 9.692)
C (13.923, 16.467, 9.473)
C (13.184, 15.521, 10.361)
O (13.469, 14.301, 10.611)
N (12.032, 16.168, 10.627)
N (11.326, 15.780, 11.637)
C (11.308, 16.525, 12.774)
C (10.129, 16.431, 13.566)
C (9.759, 17.184, 14.713)
C (8.562, 16.942, 15.375)
C (7.577, 16.282, 14.664)
C (7.889, 15.599, 13.504)
N (9.163, 15.546, 13.025)
H (14.598, 14.156, 9.356)
H (15.904, 16.244, 6.712)
H (15.495, 18.779, 6.851)
H (14.716, 19.699, 8.983)
H (13.549, 18.286, 10.556)
H (12.137, 17.164, 13.131)
H (10.503, 17.852, 15.123)
H (8.399, 17.344, 16.368)
H (6.581, 16.307, 14.975)
H (7.122, 14.985, 12.945)
S (7.903, 14.910, 8.891)
C (8.844, 14.776, 10.159)
C (9.275, 11.403, 13.548)
C (9.551, 10.307, 12.555)
C (9.335, 8.979, 13.023)
C (9.422, 7.895, 12.171)
C (9.758, 8.100, 10.840)
C (9.995, 9.428, 10.383)
C (9.874, 10.532, 11.248)
Sb (10.024, 12.486, 10.303)
C (8.654, 11.862, 8.737)
C (9.224, 11.616, 7.507)
C (8.391, 11.405, 6.392)
C (7.003, 11.424, 6.563)
C (6.440, 11.584, 7.798)
C (7.246, 11.778, 8.940)
C (6.497, 11.911, 10.234)
C (12.034, 12.210, 9.444)
C (12.692, 11.049, 9.900)
C (13.413, 10.231, 9.060)
C (13.722, 10.710, 7.742)
C (13.237, 11.950, 7.390)
C (12.367, 12.691, 8.197)
C (11.744, 13.921, 7.591)
H (8.654, 10.945, 14.314)
H (8.886, 12.333, 13.070)
H (10.244, 11.657, 14.088)
H (9.150, 8.848, 14.100)
H (9.190, 6.919, 12.559)
H (9.757, 7.300, 10.082)
H (10.201, 9.633, 9.317)
H (10.288, 11.427, 7.394)
H (8.828, 11.194, 5.409)
H (6.374, 11.183, 5.733)
H (5.364, 11.575, 7.925)
H (5.449, 11.648, 10.128)
H (6.609, 12.944, 10.614)
H (6.965, 11.297, 11.005)
H (12.647, 10.809, 10.979)
H (13.829, 9.283, 9.395)
H (14.288, 10.080, 7.016)
H (13.587, 12.371, 6.444)
H (12.422, 14.498, 6.962)
H (11.302, 14.574, 8.340)
H (10.909, 13.596, 6.970)

# 2
Formula: C35H31N3OPPd
Source: OMol25
Level of theory: the ωB97M-V functional and the def2-TZVPD basis

Energy relative to the best compared isomer or geometry (same formula, charge and spin): 0.0 kJ/mol
E_tot: -56081.1903 eV
Net charge: +1
LUMO: -3.4 eV
Highest occupied orbital energy: -10.87 eV

Element x y z (Å)
Pd (0.127, -0.446, -0.579)
N (-0.637, -0.891, -2.576)
C (-2.065, -0.950, -2.580)
C (-2.801, -0.140, -3.429)
C (-4.186, -0.189, -3.394)
C (-4.824, -1.048, -2.515)
C (-4.080, -1.845, -1.658)
C (-2.688, -1.808, -1.667)
C (-1.880, -2.618, -0.719)
C (-2.344, -3.873, -0.310)
C (-1.651, -4.643, 0.606)
C (-0.455, -4.180, 1.134)
C (0.041, -2.950, 0.725)
C (-0.668, -2.167, -0.180)
H (-0.259, -0.237, -3.253)
H (-0.218, -1.803, -2.737)
H (-2.294, 0.518, -4.125)
H (-4.762, 0.441, -4.058)
H (-5.904, -1.088, -2.486)
H (-4.585, -2.481, -0.944)
H (-3.259, -4.256, -0.742)
H (-2.038, -5.611, 0.896)
H (0.100, -4.774, 1.849)
H (0.987, -2.595, 1.128)
O (0.697, 1.862, -0.606)
P (0.397, 1.861, 0.872)
C (0.813, 3.393, 1.700)
C (0.330, 4.576, 1.140)
C (0.602, 5.787, 1.750)
C (1.350, 5.821, 2.921)
C (1.831, 4.647, 3.479)
C (1.565, 3.429, 2.869)
C (1.338, 0.532, 1.661)
C (0.870, -0.234, 2.735)
C (1.716, -1.127, 3.371)
C (3.026, -1.274, 2.935)
C (3.497, -0.529, 1.861)
C (2.664, 0.379, 1.233)
C (-1.368, 1.557, 1.123)
C (-1.971, 1.561, 2.382)
C (-3.322, 1.287, 2.502)
C (-4.084, 1.024, 1.370)
C (-3.502, 1.067, 0.112)
C (-2.148, 1.343, -0.013)
H (-0.250, 4.545, 0.225)
H (0.233, 6.706, 1.315)
H (1.560, 6.769, 3.398)
H (2.417, 4.676, 4.388)
H (1.949, 2.514, 3.303)
H (-0.158, -0.156, 3.058)
H (1.350, -1.716, 4.201)
H (3.683, -1.976, 3.431)
H (4.516, -0.652, 1.519)
H (3.023, 0.965, 0.397)
H (-1.394, 1.810, 3.264)
H (-3.787, 1.288, 3.479)
H (-5.139, 0.807, 1.471)
H (-4.096, 0.891, -0.775)
H (-1.696, 1.416, -0.996)
N (2.685, -2.946, -1.433)
C (3.043, -1.845, -2.162)
C (4.060, -1.922, -3.130)
C (4.398, -0.785, -3.821)
C (3.733, 0.412, -3.547)
C (2.754, 0.397, -2.581)
N (2.405, -0.703, -1.895)
H (2.993, -3.852, -1.737)
H (1.837, -2.911, -0.891)
H (4.559, -2.864, -3.315)
H (5.176, -0.821, -4.572)
H (3.975, 1.327, -4.067)
H (2.211, 1.297, -2.313)

# 3
Formula: C35H32Cl2N7O2V
Source: OMol25
Level of theory: the ωB97M-V functional and the def2-TZVPD basis

Expectation value of S²: 0.77
Energy relative to the best compared isomer or geometry (same formula, charge and spin): 138.3 kJ/mol
E_tot: -102067.6993 eV
Net charge: +1
LUMO (alpha / beta): -2.3 / -2.5 eV
Highest occupied orbital energy (alpha / beta): -8.92 / -8.25 eV
Multiplicity: 2

Element x y z (Å)
V (0.875, -0.418, 1.335)
C (1.683, -2.024, 4.072)
N (2.472, -1.816, 2.878)
C (2.821, -3.025, 2.167)
C (3.075, -2.682, 0.721)
C (3.786, -3.535, -0.109)
C (4.002, -3.169, -1.426)
C (3.539, -1.934, -1.854)
C (2.854, -1.134, -0.958)
N (2.589, -1.508, 0.302)
C (3.588, -0.915, 3.067)
C (3.092, 0.503, 3.162)
C (3.906, 1.475, 3.722)
C (3.468, 2.785, 3.781)
C (2.195, 3.061, 3.310)
C (1.430, 2.031, 2.803)
N (1.861, 0.759, 2.687)
C (0.265, -2.361, 3.687)
C (-0.574, -2.997, 4.590)
C (-1.856, -3.345, 4.203)
C (-2.238, -3.066, 2.900)
C (-1.347, -2.415, 2.071)
N (-0.113, -2.032, 2.442)
H (2.091, -2.817, 4.713)
H (1.685, -1.101, 4.658)
H (3.703, -3.522, 2.594)
H (1.990, -3.732, 2.227)
H (4.162, -4.474, 0.277)
H (4.539, -3.825, -2.098)
H (3.713, -1.589, -2.864)
H (2.508, -0.147, -1.238)
H (4.180, -1.165, 3.958)
H (4.254, -0.990, 2.205)
H (4.882, 1.198, 4.098)
H (4.091, 3.566, 4.196)
H (1.792, 4.063, 3.333)
H (0.422, 2.238, 2.488)
H (-0.211, -3.226, 5.584)
H (-2.531, -3.829, 4.894)
H (-3.218, -3.336, 2.532)
H (-1.646, -2.176, 1.062)
C (-2.397, 1.711, -8.233)
O (-2.344, 1.043, -6.985)
C (-2.756, 1.721, -5.891)
C (-2.709, 1.017, -4.683)
C (-3.082, 1.620, -3.506)
C (-3.544, 2.945, -3.502)
C (-3.637, 3.620, -4.714)
C (-3.224, 3.029, -5.897)
N (-4.066, 3.581, -2.355)
N (-3.603, 3.423, -1.213)
C (-2.372, 2.821, -0.935)
C (-1.218, 3.075, -1.668)
C (0.020, 2.550, -1.315)
C (0.134, 1.662, -0.247)
O (1.224, 1.043, 0.113)
C (-1.042, 1.412, 0.528)
N (-0.861, 0.561, 1.586)
C (-1.864, 0.436, 2.444)
C (-3.109, 1.050, 2.257)
C (-3.334, 1.824, 1.147)
C (-2.272, 2.045, 0.246)
H (-2.019, 1.006, -8.968)
H (-1.763, 2.602, -8.232)
H (-3.420, 1.991, -8.493)
H (-2.373, -0.012, -4.708)
H (-3.053, 1.055, -2.584)
H (-4.018, 4.634, -4.711)
H (-3.286, 3.596, -6.816)
H (-1.295, 3.721, -2.533)
H (0.907, 2.800, -1.882)
H (-1.680, -0.157, 3.331)
H (-3.883, 0.898, 2.997)
H (-4.290, 2.298, 0.968)
Cl (0.003, -4.101, -0.503)
C (-0.330, -2.830, -1.684)
Cl (-0.361, -1.193, -0.969)
H (-1.305, -3.020, -2.117)
H (0.441, -2.853, -2.446)

# 4
Formula: C35H32ClFN5O2S3Tl
Source: OMol25
Level of theory: the ωB97M-V functional and the def2-TZVPD basis

Energy relative to the best compared isomer or geometry (same formula, charge and spin): 112.6 kJ/mol
E_tot: -100799.5597 eV
LUMO: -0.7 eV
Highest occupied orbital energy: -8.30 eV

Element x y z (Å)
Tl (-0.412, 0.098, -0.845)
C (-3.870, -0.762, 0.757)
C (-2.871, -1.924, 0.755)
N (-1.489, -1.533, 1.044)
C (-1.183, -1.215, 2.434)
C (-1.599, 0.190, 2.899)
S (-1.377, 1.562, 1.724)
C (-3.090, 2.134, 1.534)
C (-3.824, 1.662, 0.275)
N (-3.451, 0.319, -0.114)
H (-4.856, -1.159, 0.491)
H (-3.973, -0.379, 1.772)
H (-3.221, -2.681, 1.471)
H (-2.878, -2.388, -0.235)
H (-0.863, -2.261, 0.726)
H (-1.641, -1.932, 3.130)
H (-0.108, -1.314, 2.549)
H (-2.643, 0.209, 3.197)
H (-1.018, 0.434, 3.789)
H (-3.609, 1.841, 2.446)
H (-3.023, 3.218, 1.520)
H (-4.900, 1.785, 0.463)
H (-3.566, 2.319, -0.555)
H (-3.707, 0.140, -1.073)
S (1.631, 4.025, 3.125)
C (2.512, 5.110, 4.099)
C (3.688, 4.569, 4.517)
C (3.875, 3.245, 4.030)
C (2.842, 2.807, 3.252)
C (2.689, 1.494, 2.593)
C (1.619, 1.250, 1.710)
N (1.389, 0.098, 1.121)
C (2.287, -0.899, 1.274)
C (3.373, -0.770, 2.146)
C (4.284, -1.869, 2.325)
C (4.134, -3.012, 1.634)
C (3.073, -3.155, 0.673)
C (2.942, -4.302, -0.121)
C (1.970, -4.379, -1.083)
C (1.118, -3.258, -1.210)
N (1.185, -2.187, -0.449)
C (2.153, -2.117, 0.491)
C (1.827, -5.567, -1.949)
C (2.669, -6.636, -2.050)
C (2.225, -7.623, -2.975)
C (1.046, -7.283, -3.562)
S (0.475, -5.778, -2.998)
C (3.544, 0.448, 2.821)
H (2.117, 6.096, 4.308)
H (4.400, 5.094, 5.142)
H (4.758, 2.652, 4.240)
H (0.924, 2.051, 1.476)
H (5.104, -1.750, 3.026)
H (4.830, -3.835, 1.766)
H (3.638, -5.122, 0.029)
H (0.365, -3.244, -1.993)
H (3.596, -6.718, -1.491)
H (2.763, -8.537, -3.195)
H (0.484, -7.834, -4.304)
H (4.379, 0.555, 3.506)
O (-0.540, 1.270, -3.864)
C (-0.929, 2.169, -3.155)
N (-0.948, 2.177, -1.757)
C (-1.436, 3.386, -1.323)
O (-1.560, 3.749, -0.162)
C (-1.793, 4.226, -2.522)
C (-2.359, 5.479, -2.614)
C (-2.622, 5.969, -3.893)
C (-2.319, 5.215, -5.026)
C (-1.745, 3.948, -4.912)
C (-1.490, 3.483, -3.640)
H (-2.592, 6.055, -1.725)
H (-3.068, 6.950, -4.010)
H (-2.537, 5.619, -6.008)
H (-1.506, 3.347, -5.782)
Cl (-2.996, -0.696, -2.951)
C (-1.451, -1.266, -2.259)
H (-0.726, -1.303, -3.067)
H (-1.634, -2.241, -1.816)
F (1.513, 0.478, -1.589)

# 5
Formula: C35H32F2N2NbO23
Source: OMol25
Level of theory: the ωB97M-V functional and the def2-TZVPD basis

E_tot: -93869.6332 eV
Net charge: -1
LUMO: 0.0 eV
Highest occupied orbital energy: -5.35 eV

Element x y z (Å)
C (-1.840, 5.868, 3.003)
C (-2.225, 6.376, 1.603)
C (-2.454, 5.251, 0.587)
N (-1.394, 5.175, -0.432)
Nb (-0.927, 3.318, -1.293)
O (0.958, 3.941, -1.686)
N (-2.882, 2.505, -0.896)
C (-2.974, 1.125, -0.984)
O (-3.198, 0.432, -1.940)
F (-2.806, 0.552, 0.225)
C (-3.978, 3.085, -1.516)
O (-4.090, 3.649, -2.559)
F (-5.068, 2.962, -0.716)
H (-1.651, 4.805, 2.985)
H (-0.948, 6.355, 3.361)
H (-2.646, 6.048, 3.692)
H (-3.151, 6.919, 1.713)
H (-1.497, 7.073, 1.224)
H (-3.376, 5.474, 0.068)
H (-2.575, 4.333, 1.144)
H (-0.547, 5.562, -0.040)
H (-1.326, 3.795, -3.023)
H (-0.545, 1.678, -1.994)
H (-0.298, 2.564, 0.258)
H (1.058, 3.867, -2.635)
C (1.588, -1.648, 3.870)
C (1.309, -0.357, 3.648)
C (0.446, 0.085, 2.498)
O (0.222, 1.267, 2.373)
C (-0.070, -0.930, 1.593)
C (0.215, -2.217, 1.813)
C (1.054, -2.660, 2.975)
O (1.250, -3.856, 3.118)
O (-0.224, -3.196, 1.027)
O (1.756, 0.628, 4.410)
H (2.203, -1.978, 4.695)
H (-0.675, -0.596, 0.760)
H (0.113, -4.028, 1.405)
H (1.396, 1.446, 4.014)
C (5.800, 2.565, 0.170)
C (6.787, 3.404, 0.497)
C (6.553, 4.873, 0.691)
O (7.515, 5.556, 1.008)
C (5.220, 5.389, 0.492)
C (4.212, 4.559, 0.157)
C (4.443, 3.074, -0.013)
O (3.503, 2.367, -0.290)
O (2.990, 4.991, -0.036)
O (8.046, 3.015, 0.679)
H (5.961, 1.505, 0.032)
H (5.071, 6.451, 0.620)
H (2.408, 4.237, -0.290)
H (8.536, 3.826, 0.909)
C (2.695, 2.019, -5.107)
C (3.535, 1.375, -5.923)
C (3.166, 0.079, -6.586)
O (3.990, -0.429, -7.331)
C (1.867, -0.497, -6.305)
C (1.021, 0.143, -5.482)
C (1.376, 1.454, -4.843)
O (0.536, 1.959, -4.134)
O (-0.173, -0.317, -5.167)
O (4.754, 1.821, -6.219)
H (2.952, 2.953, -4.627)
H (1.621, -1.439, -6.772)
H (-0.570, 0.335, -4.548)
H (5.131, 1.162, -6.828)
C (-1.622, -5.058, 4.546)
C (-2.487, -4.045, 4.681)
C (-3.852, -4.238, 5.280)
O (-4.572, -3.265, 5.387)
C (-4.238, -5.577, 5.698)
C (-3.373, -6.589, 5.558)
C (-1.999, -6.390, 4.981)
O (-1.275, -7.365, 4.909)
O (-3.651, -7.836, 5.913)
O (-2.206, -2.808, 4.300)
H (-0.637, -4.928, 4.117)
H (-5.226, -5.710, 6.114)
H (-2.851, -8.353, 5.703)
H (-2.994, -2.271, 4.502)
C (-2.560, -4.648, -1.427)
C (-2.972, -4.453, -2.688)
C (-2.456, -5.285, -3.830)
O (-2.894, -5.064, -4.941)
C (-1.462, -6.309, -3.545)
C (-1.050, -6.497, -2.286)
C (-1.586, -5.682, -1.142)
O (-1.166, -5.932, -0.027)
O (-0.147, -7.406, -1.946)
O (-3.854, -3.530, -3.021)
H (-2.921, -4.054, -0.599)
H (-1.085, -6.891, -4.373)
H (-0.041, -7.324, -0.980)
H (-3.970, -3.595, -3.986)

# 6
Formula: C35H32IN8O5Ti
Source: OMol25
Level of theory: the ωB97M-V functional and the def2-TZVPD basis

Expectation value of S²: 0.75
Energy relative to the best compared isomer or geometry (same formula, charge and spin): 0.0 kJ/mol
E_tot: -90195.0684 eV
LUMO (alpha / beta): -0.5 / -0.6 eV
Highest occupied orbital energy (alpha / beta): -7.31 / -7.32 eV
Multiplicity: 2

Element x y z (Å)
Ti (0.242, -0.720, 0.236)
C (2.541, -4.327, 1.010)
C (3.437, -4.061, 2.047)
C (3.399, -2.835, 2.661)
C (2.476, -1.863, 2.242)
N (1.636, -2.116, 1.223)
C (1.668, -3.333, 0.646)
N (2.502, -0.668, 2.914)
C (1.601, 0.238, 2.803)
N (0.400, 0.236, 2.097)
C (-0.223, 1.461, 2.339)
N (-1.358, 1.891, 1.932)
C (-2.184, 1.203, 1.062)
C (-3.545, 1.529, 1.102)
C (-4.418, 0.938, 0.221)
C (-3.917, 0.039, -0.717)
C (-2.572, -0.237, -0.702)
N (-1.712, 0.307, 0.182)
C (0.620, 2.269, 3.241)
C (0.443, 3.536, 3.765)
C (1.445, 4.025, 4.592)
C (2.579, 3.262, 4.880)
C (2.742, 1.989, 4.350)
C (1.738, 1.516, 3.527)
H (2.527, -5.277, 0.495)
H (4.152, -4.810, 2.362)
H (4.064, -2.573, 3.470)
H (0.953, -3.485, -0.154)
H (-3.863, 2.268, 1.824)
H (-5.470, 1.191, 0.234)
H (-4.550, -0.407, -1.469)
H (-2.132, -0.911, -1.427)
H (-0.440, 4.116, 3.527)
H (1.352, 5.015, 5.019)
H (3.344, 3.676, 5.524)
H (3.616, 1.387, 4.555)
I (6.429, -2.559, -4.836)
C (4.488, -2.168, -4.160)
C (3.475, -1.952, -5.082)
C (2.193, -1.688, -4.625)
C (1.923, -1.648, -3.263)
C (2.951, -1.865, -2.355)
C (4.239, -2.124, -2.796)
C (0.522, -1.331, -2.822)
O (-0.334, -1.022, -3.631)
O (0.279, -1.442, -1.543)
H (3.682, -1.984, -6.143)
H (1.384, -1.507, -5.319)
H (2.756, -1.807, -1.293)
H (5.038, -2.282, -2.085)
C (-2.860, -1.563, 3.949)
N (-1.838, -1.664, 2.929)
C (-1.946, -2.401, 1.810)
N (-2.965, -3.285, 1.719)
O (-1.138, -2.287, 0.869)
H (-2.508, -0.882, 4.719)
H (-3.044, -2.528, 4.426)
H (-3.799, -1.172, 3.546)
H (-1.095, -0.974, 2.890)
H (-3.607, -3.454, 2.469)
H (-3.023, -3.836, 0.882)
C (2.994, 1.801, -2.171)
O (1.853, 1.053, -1.741)
C (1.782, 0.757, -0.391)
O (2.612, 1.255, 0.347)
H (3.016, 1.719, -3.256)
H (3.906, 1.395, -1.737)
H (2.907, 2.848, -1.874)
N (-0.913, 1.904, -2.526)
C (-2.215, 2.245, -2.786)
C (-2.836, 3.292, -2.096)
C (-4.175, 3.575, -2.307)
C (-4.929, 2.830, -3.205)
C (-4.311, 1.797, -3.902)
C (-2.974, 1.501, -3.700)
H (-0.306, 2.550, -2.055)
H (-0.457, 1.219, -3.105)
H (-2.260, 3.871, -1.382)
H (-4.636, 4.389, -1.761)
H (-5.973, 3.059, -3.371)
H (-4.879, 1.212, -4.615)
H (-2.499, 0.684, -4.231)